1.
A structure of composition C4H6N2O at a distorted geometry. Source: the OMol25 dataset; level of theory: the ωB97M-V functional and the def2-TZVPD basis.

Geometry as ORCA input:
```
! RIJCOSX wB97M-V def2-TZVPD def2/J DEFGRID3
* xyz 0 1
N -2.61941 0.41556 -0.59986
C -1.35970 0.40867 -0.54318
O -0.84421 -0.84092 -0.13796
C 0.53176 -1.09528 -0.28146
C 1.31952 -0.44458 0.86844
C 1.14570 1.00151 0.68413
N 0.49892 1.82735 0.18565
H -2.90263 1.35419 -0.86630
H -0.58005 1.71529 -0.49869
H 0.88742 -0.71287 -1.24400
H 0.68421 -2.18287 -0.27164
H 0.86799 -0.71458 1.82703
H 2.37048 -0.73148 0.87785
*
```

Output
- ΔE to the lowest compared entry with this formula, charge and spin (eV) = 4.5402
- highest occupied orbital energy (spin up / spin down) (eV) = -8.5 / -8.5
- orbital gap (spin up / spin down) (eV) = 8.69 / 8.69
- E_tot (eV) = -9268.96169

2.
A structure of composition C19H35N6O4P2RuTe at a distorted geometry. Source: the OMol25 dataset; level of theory: the ωB97M-V functional and the def2-TZVPD basis.

Geometry as ORCA input:
```
! RIJCOSX wB97M-V def2-TZVPD def2/J DEFGRID3
* xyz 0 2
Ru 0.25404 -0.02414 0.17349
N 4.41032 0.52604 0.89642
C 3.17307 0.00317 1.08603
N 2.30317 0.44974 0.22611
C 2.99845 1.33393 -0.59658
C 2.56999 2.08884 -1.68455
C 3.50729 2.87761 -2.32000
C 4.84292 2.92609 -1.89212
C 5.28099 2.18122 -0.81602
C 4.33259 1.38466 -0.18375
H 5.21936 0.32744 1.45589
H 2.94497 -0.67789 1.88622
H 1.53650 2.05738 -1.99877
H 3.20582 3.48236 -3.16528
H 5.54311 3.56264 -2.41660
H 6.31017 2.21688 -0.48396
C 0.60097 5.13424 -1.59708
C -0.79716 4.68259 -1.24028
O -0.88729 4.42040 0.16179
P -1.02838 2.91876 0.72285
O 0.07280 2.07218 0.07914
Te -1.12795 3.01688 3.06019
O -2.40454 2.44468 0.01547
C -3.62570 3.12864 0.32585
C -4.71420 2.61474 -0.59217
H 0.66193 5.36862 -2.66258
H 1.32247 4.35508 -1.36321
H 0.86490 6.02692 -1.02997
H -1.09775 3.80328 -1.81648
H -1.51858 5.47380 -1.45858
H -3.47938 4.20556 0.20771
H -3.86742 2.93703 1.37443
H -4.47727 2.82021 -1.63714
H -5.64897 3.12506 -0.34971
H -4.82744 1.53958 -0.44616
O 0.36813 -0.14290 2.00971
C -1.61025 -4.10468 0.13239
C -0.21766 -3.97919 -0.47609
P 0.69220 -2.49042 0.08138
C 1.10263 -2.90984 1.82426
C 1.96454 -4.13591 2.10449
C 2.29696 -2.66389 -0.82600
C 2.79107 -4.05516 -1.22386
H -2.12599 -4.98457 -0.25383
H -2.20999 -3.23111 -0.12451
H -1.56739 -4.19799 1.21955
H -0.30697 -3.92904 -1.56453
H 0.39354 -4.85317 -0.24875
H 0.14080 -2.99209 2.33846
H 1.54096 -2.00508 2.23881
H 1.55038 -5.05475 1.68441
H 2.05558 -4.28806 3.18129
H 2.97420 -4.01384 1.70976
H 3.04684 -2.15203 -0.22164
H 2.18395 -2.05964 -1.73006
H 2.88808 -4.72546 -0.37158
H 3.77144 -3.98052 -1.69728
H 2.12257 -4.52846 -1.94375
N -6.26226 -1.06384 1.14640
C -4.91737 -1.26692 1.03071
N -4.47359 -2.51222 1.37257
N -4.17620 -0.28393 0.62707
C -2.86106 -0.39919 0.53591
N -1.74509 -0.23610 0.30134
H -6.84704 -1.83442 0.86172
H -6.56049 -0.17854 0.76442
H -4.98411 -2.96483 2.11544
H -3.47226 -2.58648 1.48117
*
```

Output
- ΔE to the lowest compared entry with this formula, charge and spin (eV) = 2.1292
- highest occupied orbital energy (spin up / spin down) (eV) = -5.9 / -5.9
- orbital gap (spin up / spin down) (eV) = 6.16 / 6.19
- E_tot (eV) = -65856.21778